1.
Density functional theory data (the ωB97M-V functional and the def2-TZVPD basis) for a molecular structure, C30H48CdCl2N3O7Si at a distorted geometry.

M = 774.1 g/mol
E = -3240.740986 a.u.
Lowest unoccupied orbital energy = 2.2 eV
Charge = -1
HOMO = -4.855 eV

CARTESIAN COORDINATES (ANGSTROEM)
C1 1.917 2.434 -4.642
C2 3.387 2.225 -4.580
H1 1.686 3.472 -4.889
H2 1.450 2.202 -3.672
H3 1.434 1.785 -5.407
C3 4.327 2.977 -5.162
C4 4.090 4.169 -6.022
H4 5.369 2.705 -5.014
H5 3.261 4.781 -5.654
H6 3.849 3.878 -7.056
H7 4.987 4.813 -6.076
Cd1 -2.423 0.035 1.843
Cl1 -1.695 0.579 -0.342
C5 -0.368 -1.931 1.154
O1 -0.658 -1.229 2.152
N1 0.738 -2.664 1.184
C6 1.791 -2.392 2.148
C7 0.923 -3.747 0.258
H8 -0.965 -1.968 0.232
H9 1.396 -1.768 2.955
H10 2.626 -1.863 1.650
H11 2.173 -3.335 2.551
H12 0.012 -3.869 -0.344
H13 1.121 -4.680 0.803
H14 1.769 -3.539 -0.411
H15 -2.938 -2.314 6.708
H16 -5.577 -2.729 6.090
C8 -3.245 -1.274 6.513
C9 -5.580 -1.674 5.781
N2 -4.247 -1.237 5.463
H17 -2.375 -0.689 6.206
C10 -3.934 -0.841 4.238
O2 -2.759 -0.486 3.985
H18 -6.220 -1.564 4.894
H19 -4.751 -0.832 3.500
H20 -3.667 -0.864 7.438
H21 -5.992 -1.067 6.599
H22 -2.378 4.662 0.520
H23 0.014 3.435 0.429
C11 -2.268 4.693 1.616
C12 0.031 3.783 1.472
N3 -1.296 3.724 2.042
H24 -3.238 4.474 2.075
C13 -1.666 2.669 2.774
O3 -1.080 1.568 2.696
H25 0.708 3.137 2.047
H26 -2.469 2.850 3.496
H27 -1.938 5.698 1.910
H28 0.384 4.823 1.498
O4 4.081 1.432 -2.384
C14 3.841 1.031 -3.732
C15 6.349 0.643 -3.807
C16 5.078 0.378 -4.316
H29 6.452 1.316 -2.954
C17 7.465 0.041 -4.392
H30 3.025 0.292 -3.748
C18 4.927 -0.482 -5.412
H31 8.451 0.251 -3.986
C19 7.316 -0.816 -5.477
C20 6.042 -1.075 -5.985
H32 3.927 -0.660 -5.806
H33 8.189 -1.284 -5.929
H34 5.913 -1.744 -6.831
Si1 3.654 0.557 -1.026
Cl2 -4.296 1.547 1.961
C21 4.751 1.229 0.312
C22 3.974 -1.267 -1.309
C23 1.870 0.825 -0.600
H35 5.793 1.333 -0.031
H36 4.753 0.572 1.196
H37 4.411 2.224 0.639
H38 1.646 1.890 -0.409
H39 1.588 0.274 0.317
H40 1.182 0.488 -1.393
H41 4.976 -1.449 -1.737
H42 3.235 -1.724 -1.988
H43 3.924 -1.819 -0.353
O5 -4.852 -3.945 2.269
C24 -5.945 -3.240 1.854
C25 -7.181 -3.744 2.356
C26 -8.383 -3.135 2.032
C27 -8.396 -2.011 1.200
C28 -7.201 -1.509 0.710
C29 -5.970 -2.102 1.011
C30 -4.706 -1.292 0.622
O6 -4.843 -0.390 -0.155
O7 -3.699 -1.691 1.277
H44 -3.981 -3.680 1.887
H45 -7.181 -4.624 3.005
H46 -9.323 -3.524 2.427
H47 -9.339 -1.525 0.950
H48 -7.232 -0.610 0.085

Atom charges from the Löwdin analysis, given in e for atoms 1 to 8: C -0.033; C -0.236; H 0.070; H 0.089; H 0.100; C -0.101; C -0.099; H 0.105


2.
Density functional theory data (the ωB97M-V functional and the def2-TZVPD basis) for 2 unconnected molecules or ions with the total composition C12H18ClN4O7S4 at a distorted geometry.

M = 494.0 g/mol
E = -3266.354963 a.u.
Lowest unoccupied orbital energy = 0.9 eV
Charge = -1
HOMO = -6.077 eV

CARTESIAN COORDINATES (ANGSTROEM)
O1 5.136 -3.033 3.390
S1 3.640 -3.092 3.000
O2 2.847 -2.282 4.097
Cl1 2.947 -5.092 3.044
C1 3.279 -2.414 1.260
C2 4.694 -1.844 0.636
C3 4.443 -0.849 -0.675
C4 3.815 0.545 -0.072
S2 3.187 1.736 -1.397
O3 2.700 1.047 -2.693
O4 4.446 2.593 -1.813
N1 2.059 2.861 -0.682
S3 0.518 2.124 -0.320
O5 -0.563 2.992 -1.075
O6 0.361 0.658 -0.791
C5 0.075 2.286 1.531
C6 -0.668 0.953 2.136
S4 -2.436 0.706 1.560
C7 -2.409 -0.912 0.603
N2 -1.333 -1.970 0.881
N3 -1.451 -3.090 0.041
C8 -2.680 -2.713 -0.769
O7 -3.291 -1.406 -0.470
H1 2.875 -3.316 0.633
H2 2.446 -1.604 1.397
H3 5.208 -1.145 1.452
H4 5.431 -2.727 0.417
H5 3.752 -1.349 -1.497
H6 5.499 -0.630 -1.183
H7 4.662 1.147 0.515
H8 2.940 0.402 0.693
H9 -0.608 3.224 1.683
H10 1.104 2.387 2.084
H11 -0.723 1.078 3.322
H12 0.039 0.022 1.959
H13 -3.029 -3.513 -1.549
N4 -6.418 1.180 -1.220
C9 -7.027 1.899 -2.215
C10 -6.064 2.258 -3.131
C11 -4.831 1.733 -2.675
C12 -5.079 1.070 -1.494
H14 -6.883 0.792 -0.409
H15 -8.091 2.093 -2.186
H16 -6.231 2.835 -4.031
H17 -3.866 1.828 -3.156
H18 -4.420 0.531 -0.827

Atom charges from the natural (NBO) analysis, given in e for atoms 1 to 8: O -0.853; S 1.844; O -0.857; Cl -0.208; C -0.579; C -0.427; C -0.423; C -0.634


3.
Density functional theory data (the ωB97M-V functional and the def2-TZVPD basis) for 2 unconnected molecules or ions with the total composition C4H9NO2 at a distorted geometry.

M = 103.1 g/mol
E = -362.923068 a.u.
Lowest unoccupied orbital energy = 0.3 eV
Structure (SMILES) = C/C(O)=[NH+]\[O-].C=C
HOMO = -7.960 eV
ΔE to the lowest compared entry with this formula, charge and spin = 101.9 kcal/mol

CARTESIAN COORDINATES (ANGSTROEM)
C1 -0.497 0.780 -1.554
C2 -1.335 0.243 -0.451
O1 -2.410 -0.504 -0.798
N1 -1.214 0.699 0.764
O2 -0.201 1.347 1.207
H1 -0.160 1.780 -1.302
H2 0.405 0.157 -1.654
H3 -1.065 0.785 -2.496
H4 -2.932 -0.767 -0.029
H5 -1.864 0.335 1.481
C3 1.442 -1.242 1.025
C4 2.325 -0.366 0.581
H6 1.185 -2.136 0.465
H7 0.981 -1.174 1.994
H8 2.841 -0.491 -0.368
H9 2.497 0.555 1.135

Atom charges from the natural (NBO) analysis, given in e for atoms 1 to 8: C -0.692; C 0.507; O -0.659; N -0.113; O -0.602; H 0.259; H 0.248; H 0.235


4.
Density functional theory data (the ωB97M-V functional and the def2-TZVPD basis) for C2H7N5O in the gas phase at a distorted geometry.

M = 117.1 g/mol
E = -429.280876 a.u.
Lowest unoccupied orbital energy = 1.0 eV
Structure (SMILES) = N/N=C/N(N)/C=N/O
HOMO = -8.111 eV
ΔE to the lowest compared entry with this formula, charge and spin = 89.5 kcal/mol

CARTESIAN COORDINATES (ANGSTROEM)
N1 3.103 -0.714 -0.065
N2 1.952 0.206 -0.013
C1 0.853 -0.451 -0.062
N3 -0.311 0.251 -0.044
N4 -0.352 1.724 0.063
C2 -1.491 -0.477 -0.085
N5 -2.641 0.153 -0.074
O1 -3.691 -0.667 0.097
H1 3.872 -0.068 -0.267
H2 3.378 -0.854 0.932
H3 0.847 -1.519 -0.128
H4 0.402 1.961 0.687
H5 -0.095 2.048 -0.837
H6 -1.466 -1.579 -0.092
H7 -4.362 -0.015 -0.111

Atom charges from the natural (NBO) analysis, given in e for atoms 1 to 8: N -0.677; N -0.381; C 0.231; N -0.280; N -0.594; C 0.169; N -0.185; O -0.549